Entry from the Open Molecules 2025 dataset: a structure of composition C28H25F2N2O3PdSSbSe4 (ωB97M-V/def2-TZVPD).

```
67
Properties=species:S:1:pos:R:3
Sb -2.435 1.533 -3.016
Pd -0.472 0.006 0.094
Se -1.718 1.869 -0.538
Se -1.263 3.312 -4.208
Se -4.887 1.729 -2.950
Se -1.937 -0.602 -4.276
S -0.443 -1.530 2.231
F 4.120 2.645 0.486
F 1.421 2.654 4.300
O 0.687 -1.726 1.241
O -1.855 -1.350 -0.806
O -3.350 -1.371 0.900
N -3.234 -2.850 -2.389
N 1.557 0.252 -1.585
C -0.968 -3.984 1.142
C 1.967 1.640 0.329
C -1.388 -3.074 2.091
C 0.309 -1.896 6.218
C -4.298 -3.209 -3.371
C 1.998 0.952 -3.827
C -3.883 -2.490 -1.096
C 2.928 2.316 1.063
C 1.502 0.051 -2.899
C -2.756 -5.455 1.807
C -3.176 -4.516 2.747
C -5.603 -2.674 -2.754
C -1.661 -5.185 1.003
C -2.498 -3.320 2.886
C -0.279 -1.569 5.002
C 0.311 -1.998 3.826
C 2.117 1.376 -1.130
C 0.609 1.622 2.330
C 2.786 2.673 2.391
C 1.499 -2.709 3.836
C 2.084 -3.029 5.052
C -2.956 -1.643 -0.226
C 2.691 2.308 -1.989
C 1.487 -2.630 6.243
C -5.147 -1.799 -1.580
C 2.617 2.094 -3.355
C 1.601 2.313 2.992
C 0.780 1.259 0.991
H -2.841 -2.569 3.587
H 3.561 3.212 2.917
H 1.846 0.777 -4.883
H -2.502 -3.544 -2.279
H 2.997 2.839 -4.043
H -1.186 -0.977 4.970
H -1.337 -5.908 0.263
H -4.120 -3.406 -0.545
H 1.947 -2.880 7.191
H 1.948 -2.992 2.892
H -0.146 -1.565 7.143
H -4.911 -0.785 -1.924
H -6.175 -2.097 -3.480
H -4.038 -2.704 -4.301
H -4.043 -4.717 3.364
H -4.314 -4.287 -3.527
H -6.222 -3.504 -2.405
H -3.295 -6.389 1.697
H 3.132 3.211 -1.594
H 1.001 -0.851 -3.223
H 3.012 -3.587 5.073
H -5.891 -1.720 -0.790
H -2.715 -1.978 -2.802
H -0.118 -3.733 0.520
H -0.308 1.387 2.859
```

Computed properties:
* max |F|: 0.9 eV/Å
* M: 1051.6 g/mol
* lowest unoccupied orbital energy: 3.697 eV
* HOMO-LUMO gap: 0.171 Ha
* net charge: -2


Entry from the Open Molecules 2025 dataset: a structure of composition C16H11NO3PtS3 (ωB97M-V/def2-TZVPD).

```
35
Properties=species:S:1:pos:R:3
Pt 0.302 -0.865 -0.639
S 1.998 0.509 -1.379
S 3.791 -0.501 -0.772
S -4.279 -2.744 -0.856
O 4.708 0.576 -0.430
O 3.365 -1.311 0.377
O 4.208 -1.285 -1.926
N -1.324 -0.250 -2.025
C -1.994 0.802 -4.076
C -0.442 0.369 4.792
C -0.838 -0.634 2.163
C -1.913 -0.496 3.084
C -2.552 -0.897 -1.917
C 0.632 0.243 3.904
C -2.862 -1.711 -0.803
C -3.969 -3.412 0.713
C 0.448 -0.234 2.626
C -1.012 -1.120 0.840
C -1.102 0.560 -3.055
C -2.206 -1.879 0.440
C -3.496 -0.721 -2.979
C -1.712 0.000 4.358
C -3.227 0.106 -4.028
C -2.838 -2.856 1.244
H 1.295 -0.328 1.955
H -0.116 1.015 -3.059
H -0.289 0.750 5.795
H -3.960 0.230 -4.819
H -4.444 -1.241 -2.933
H -2.561 0.104 5.027
H -2.911 -0.764 2.759
H 1.631 0.525 4.218
H -1.733 1.466 -4.887
H -2.452 -3.129 2.218
H -4.633 -4.146 1.136
```

Computed properties:
* max |F|: 0.7 eV/Å
* M: 556.5 g/mol
* spin multiplicity: 5
* lowest unoccupied orbital energy (alpha / beta): 4.366 / 4.332 eV
* HOMO-LUMO gap (alpha / beta): 0.131 / 0.236 Ha
* net charge: -2


Entry from the Open Molecules 2025 dataset: the molecule C22H26N2O3 at a distorted geometry (ωB97M-V/def2-TZVPD).

```
53
Properties=species:S:1:pos:R:3
O 5.024 -0.761 1.836
O 3.252 0.666 -1.591
O 1.147 0.704 0.424
N -0.389 -0.898 0.016
N 3.087 -1.372 0.778
C 2.071 -0.854 5.225
C 3.630 -1.513 -0.554
C -2.819 1.814 0.550
C -3.132 0.010 -2.473
C 1.689 -1.565 1.068
C 2.445 1.244 -2.486
C 0.804 -0.454 0.455
C 0.582 -1.508 3.436
C 3.134 -0.735 4.343
C 0.815 -1.238 4.778
C -3.526 2.427 -0.661
C -2.476 0.325 0.472
C 2.931 -0.638 -1.540
C 1.914 -0.903 -2.415
C -2.932 1.436 -2.981
C -2.667 2.521 -1.930
C 1.641 -1.396 2.559
C -1.910 -0.654 -1.843
C -1.385 -0.006 -0.560
C 3.836 -0.994 1.857
C 1.601 0.330 -3.036
C 2.903 -1.009 3.007
H -3.376 -0.262 0.280
H -3.842 1.707 -3.525
H -3.965 -0.013 -1.771
H -3.821 3.438 -0.370
H -2.182 -1.690 -1.611
H 2.563 2.297 -2.648
H -3.466 1.958 1.420
H 0.857 0.508 -3.785
H -0.636 -1.871 0.110
H -2.102 0.032 1.457
H -4.448 1.882 -0.872
H -1.097 -0.681 -2.570
H -2.111 1.447 -3.701
H -1.614 2.529 -1.651
H 4.116 -0.436 4.673
H 4.684 -1.230 -0.474
H 1.457 -1.854 -2.599
H -0.824 0.901 -0.792
H 3.550 -2.559 -0.876
H -1.896 2.368 0.737
H 2.219 -0.645 6.274
H 1.352 -2.552 0.725
H -0.401 -1.800 3.095
H -3.426 -0.604 -3.330
H -2.862 3.480 -2.415
H 0.002 -1.323 5.484
```

Computed properties:
* max |F|: 1.0 eV/Å
* M: 366.5 g/mol
* SMILES: O=C(NC1CCCCCCC1)[C@@H]1c2ccccc2C(=O)N1Cc1ccco1
* lowest unoccupied orbital energy: 0.495 eV
* HOMO-LUMO gap: 0.333 Ha
* ΔE to the lowest compared entry with this formula, charge and spin: 113.9 kJ/mol
* net charge: 0


Entry from the Open Molecules 2025 dataset: the molecule C3H3BrO at a distorted geometry (ωB97M-V/def2-TZVPD).

```
8
Properties=species:S:1:pos:R:3
Br -2.428 0.234 -0.897
O 2.178 0.814 -0.929
C 0.542 -0.883 -0.005
C -0.575 0.256 0.533
C 1.346 -0.135 -0.728
H -0.038 1.244 0.102
H 0.093 -1.659 0.540
H -1.118 0.130 1.385
```

Computed properties:
* max |F|: 8.5 eV/Å
* M: 135.0 g/mol
* SMILES: O=C=CCBr
* lowest unoccupied orbital energy: -0.830 eV
* HOMO-LUMO gap: 0.328 Ha
* ΔE to the lowest compared entry with this formula, charge and spin: 330.0 kJ/mol
* net charge: 0


Entry from the Open Molecules 2025 dataset: the molecule C2H2O3S2 at a distorted geometry (ωB97M-V/def2-TZVPD).

```
9
Properties=species:S:1:pos:R:3
S 2.620 0.815 0.050
S -2.580 0.917 -0.055
O -0.116 0.668 0.304
O 3.700 -0.112 -0.278
O -3.678 -0.070 0.006
C 1.247 -0.131 0.043
C -1.260 -0.008 0.159
H -1.145 -1.028 0.103
H 1.213 -1.052 -0.332
```

Computed properties:
* max |F|: 8.2 eV/Å
* M: 138.2 g/mol
* lowest unoccupied orbital energy: -1.308 eV
* HOMO-LUMO gap: 0.272 Ha
* ΔE to the lowest compared entry with this formula, charge and spin: 188.8 kJ/mol
* net charge: 0


Entry from the Open Molecules 2025 dataset: a structure of composition C41H41AsN3RhS6 (ωB97M-V/def2-TZVPD).

```
93
Properties=species:S:1:pos:R:3
Rh -0.893 0.167 0.658
As 0.348 0.248 3.176
S 0.952 -2.762 -5.778
S 1.252 -1.599 1.132
S -0.379 -2.972 -3.122
S -1.369 -1.951 -0.548
S 1.328 -0.695 -3.677
S 0.865 0.640 -1.117
N 2.408 -1.872 3.631
N 0.086 -2.484 3.527
N -2.159 1.841 1.544
C 4.841 0.326 1.163
C -2.368 0.727 -2.311
C 3.780 -2.114 0.511
C 1.034 2.846 2.572
C -0.237 -3.693 2.749
C 0.268 0.608 5.132
C 3.103 2.527 0.833
C -2.609 3.014 -3.034
C -2.629 1.655 -3.314
C 5.676 -0.685 0.728
C 2.941 -1.100 0.973
C -2.396 2.071 2.837
C 5.140 -1.911 0.368
C 2.552 3.781 0.998
C 4.587 -1.152 4.596
C 0.958 -5.605 3.985
C -2.060 1.138 -1.022
C -2.378 4.423 2.509
C 1.668 -4.904 5.144
C 3.452 0.166 1.266
C 1.578 1.564 2.419
C 3.055 -1.110 4.694
C 2.665 1.398 1.545
C 0.174 -0.312 7.372
C -0.072 1.851 5.663
C 5.186 -2.622 6.582
C 5.257 -1.226 5.969
C -2.390 3.442 -1.739
C -0.349 -1.732 -1.880
C -0.137 0.937 7.888
C 0.650 -2.179 -4.283
C -0.262 2.016 7.027
C 1.135 -1.572 3.108
C -2.552 3.338 3.362
C 0.362 -0.476 6.008
C -2.139 4.192 1.170
C -2.099 2.881 0.687
C 0.864 -4.753 2.715
C 1.518 3.951 1.902
C 0.506 -0.662 -2.133
C -2.136 2.510 -0.730
H 2.922 4.612 0.413
H 4.940 -0.271 4.065
H 0.649 -5.399 1.861
H 0.586 -1.462 5.625
H 5.638 -2.633 7.575
H -2.796 3.471 4.407
H 2.708 -0.079 4.638
H -2.803 3.733 -3.821
H 1.828 -4.281 2.508
H 3.888 2.392 0.102
H -0.512 2.995 7.416
H -2.484 1.198 3.471
H 2.721 -4.734 4.901
H 5.722 -3.340 5.959
H 2.760 -1.491 5.681
H -0.291 1.066 8.951
H 5.768 -2.707 -0.010
H 3.335 -3.070 0.264
H -2.417 -0.325 -2.563
H 1.196 -3.945 5.361
H -0.053 -5.886 4.293
H 4.878 -2.022 4.000
H 6.743 -0.513 0.666
H 2.557 -2.865 3.732
H -1.124 -4.118 3.224
H -2.002 5.018 0.486
H -0.521 -3.434 1.724
H 5.272 1.279 1.444
H -2.450 5.435 2.887
H 6.305 -0.933 5.872
H -2.835 1.309 -4.321
H 1.485 -6.534 3.754
H 0.177 2.973 3.219
H 1.633 -5.515 6.047
H -2.435 4.502 -1.510
H 0.272 -1.167 8.029
H -0.780 -1.974 3.644
H 1.066 4.922 2.057
H 4.152 -2.961 6.683
H -0.185 2.713 5.020
H 4.785 -0.502 6.641
```

Computed properties:
* max |F|: 0.7 eV/Å
* M: 946.0 g/mol
* spin multiplicity: 5
* lowest unoccupied orbital energy (alpha / beta): 0.155 / -1.605 eV
* HOMO-LUMO gap (alpha / beta): 0.234 / 0.229 Ha
* net charge: 0


Entry from the Open Molecules 2025 dataset: a cluster of 3 separate species, C4H15N3S in total at a distorted geometry (ωB97M-V/def2-TZVPD).

```
23
Properties=species:S:1:pos:R:3
S -0.472 -1.123 1.245
N 0.932 -3.547 2.465
N 0.546 3.704 -0.934
N -1.794 0.765 -1.287
C -1.386 2.218 -1.290
C 0.137 2.367 -1.363
C 1.477 -3.025 1.208
C 0.462 -2.369 0.306
H -0.048 -3.776 2.209
H 1.469 4.007 -1.204
H 1.977 -3.874 0.693
H 0.419 2.184 -2.424
H -1.359 0.301 -0.444
H -2.748 0.665 -0.998
H 0.631 1.533 -0.839
H 0.941 -1.949 -0.608
H -1.857 2.722 -2.163
H -0.838 1.034 1.159
H 2.286 -2.363 1.502
H -1.815 2.743 -0.406
H -0.263 -3.182 -0.007
H 0.834 -2.756 3.117
H 0.468 3.720 0.066
```

Computed properties:
* max |F|: 2.1 eV/Å
* M: 137.3 g/mol
* spin multiplicity: 2
* lowest unoccupied orbital energy (alpha / beta): -7.109 / -8.712 eV
* HOMO-LUMO gap (alpha / beta): 0.198 / 0.140 Ha
* ΔE to the lowest compared entry with this formula, charge and spin: 491.1 kJ/mol
* net charge: +1


Entry from the Open Molecules 2025 dataset: a cluster of 8 separate species, C39H78F15N3O13 in total at a distorted geometry (ωB97M-V/def2-TZVPD).

```
148
Properties=species:S:1:pos:R:3
F 4.590 3.528 4.271
F 1.983 -2.550 5.384
F -3.480 -2.205 -5.520
F 1.871 -3.699 3.630
F -4.903 1.532 2.356
F 3.236 2.943 2.809
F -4.592 -1.002 -6.912
F 3.925 4.908 2.641
F -4.825 3.731 2.253
F 1.373 1.053 -7.687
F -3.673 2.748 3.656
F 0.030 2.568 -8.224
F -2.960 -0.194 -5.724
F 3.299 -2.169 3.657
F 1.930 2.507 -9.315
O -1.660 3.249 1.766
O 0.880 -1.369 2.156
O -6.274 -0.969 -4.527
O 2.214 -3.683 -3.194
O 3.437 2.680 -6.701
O -2.487 1.556 0.561
O -4.992 0.888 -4.281
O 1.465 0.542 -1.835
O 6.888 3.283 2.248
O 2.183 4.668 -7.225
O 5.421 3.674 0.573
O -4.831 -0.950 5.275
O 0.914 -0.205 4.158
N 0.348 0.743 0.297
N 3.808 -3.571 -0.643
N -3.773 -2.251 2.566
C 2.133 3.290 -7.069
C 0.301 2.061 4.431
C -5.200 -0.950 6.599
C -3.685 -2.837 1.124
C 1.176 1.948 0.678
C 5.513 3.107 1.929
C 3.535 1.921 -4.356
C -1.520 4.733 1.675
C 3.943 -1.026 -0.736
C -4.264 -1.875 -0.030
C -3.000 -0.893 2.581
C 1.354 -2.908 -3.933
C 3.533 -3.168 -3.286
C 3.076 -2.216 -0.446
C 4.961 -3.683 0.363
C -2.882 2.668 1.315
C 2.041 -2.405 4.012
C -0.119 5.123 2.119
C -4.367 2.911 -2.962
C -4.948 -0.497 -4.500
C -3.870 1.585 -3.540
C 2.823 -4.793 -0.396
C -3.996 -0.956 -5.747
C -2.966 -3.173 3.459
C 4.105 4.441 -1.364
C 0.491 0.258 -1.156
C 1.356 2.344 -8.123
C -0.631 -0.730 -1.562
C -5.228 -2.161 2.966
C 4.041 3.798 0.042
C 0.831 -1.460 3.564
C -0.197 0.707 3.929
C -4.018 2.608 2.351
C 4.375 3.641 2.987
C 4.108 2.874 -5.433
C -5.536 -1.936 4.493
C -3.481 -4.601 3.586
C 4.428 -3.768 -2.116
C 2.170 -4.838 1.093
H -5.719 -3.062 2.598
H 2.053 -4.754 -1.167
H 1.327 -4.153 1.174
H -3.087 -2.676 4.421
H 1.227 2.715 -0.095
H 1.560 3.208 -6.146
H 0.389 -0.064 0.903
H 0.722 4.476 1.869
H -0.606 1.033 0.454
H 2.993 -4.791 1.807
H -4.657 2.701 -1.933
H -2.009 -0.828 2.133
H 3.251 0.954 -4.771
H -4.919 -1.891 7.072
H 2.755 -2.170 0.595
H 4.867 -0.967 -0.161
H 2.549 2.237 -4.015
H -2.890 -5.267 2.957
H 4.665 -3.396 1.372
H 1.064 -1.945 -3.512
H 4.230 -0.905 -1.780
H -1.544 5.023 0.624
H 0.770 2.451 1.555
H -4.518 -4.734 3.280
H 3.540 -2.103 -3.522
H 3.140 4.478 -1.869
H -5.618 -1.247 2.516
H -0.434 2.840 4.634
H 3.544 -0.050 -0.459
H -3.096 1.859 -4.256
H -3.469 -5.047 4.581
H 5.336 -3.176 -2.231
H -3.361 3.338 0.601
H 5.167 2.638 -5.538
H 2.154 1.535 0.925
H -1.885 -3.237 3.332
H -1.598 -0.268 -1.361
H 4.268 1.747 -3.568
H 3.976 -3.520 -4.217
H -2.679 -3.161 0.858
H 0.402 -3.353 -4.222
H -3.636 -1.025 -0.297
H -4.279 -3.750 1.172
H -0.541 -1.360 -2.447
H -3.687 -0.266 2.011
H -0.923 0.395 4.679
H 1.003 2.110 5.263
H -0.600 -1.477 -0.768
H 1.837 -2.779 -4.901
H 3.372 4.409 0.648
H -4.445 -1.091 -3.737
H 4.762 3.836 -1.989
H -5.423 -2.851 5.075
H 0.184 6.165 2.012
H 1.673 -5.806 1.149
H -2.192 5.374 2.245
H -6.275 -0.785 6.682
H -4.703 -0.183 7.193
H -2.742 -0.565 3.588
H 5.738 -3.015 -0.009
H 5.479 2.023 1.826
H -5.335 -1.744 0.124
H 4.114 3.928 -5.156
H -3.528 3.603 -2.887
H 3.660 2.786 -0.094
H 2.251 -2.362 -1.143
H -0.139 5.014 3.203
H -0.076 -1.930 3.946
H -6.568 -1.587 4.453
H -4.281 -2.462 -0.948
H -5.251 3.263 -3.494
H 5.339 -4.704 0.395
H 0.977 2.425 3.658
H 4.611 -4.822 -2.324
H -0.598 0.798 2.919
H -3.358 1.105 -2.706
H 4.567 5.423 -1.270
H 3.424 -5.694 -0.524
```

Computed properties:
* max |F|: 5.6 eV/Å
* M: 1082.0 g/mol
* lowest unoccupied orbital energy: 2.061 eV
* HOMO-LUMO gap: 0.136 Ha
* ΔE to the lowest compared entry with this formula, charge and spin: 233.5 kJ/mol
* net charge: -2


> Which value of net charge does entry 6 give?

0


> What is the formula in the fifth record?

C2H2O3S2